[1]
Here is the molecule C4H5Cl in a non-equilibrium geometry from the Open Molecules 2025 dataset. Energies are from the ωB97M-V functional and the def2-TZVPD basis.

## Properties
**SMILES**: CC1=C(Cl)C1
**ΔE to the lowest compared entry with this formula, charge and spin**: 1.675 eV
**Multiplicity**: 1
**Gap between HOMO and LUMO**: 9.44 eV

CARTESIAN COORDINATES (ANGSTROEM)
C (-0.11, 0.00, -0.01)
C (0.70, 0.89, -0.68)
C (0.66, 1.03, 0.83)
C (-0.97, -1.22, -0.16)
Cl (1.66, 1.22, -1.97)
H (0.09, 1.94, 1.09)
H (1.42, 0.80, 1.55)
H (-1.08, -1.43, -1.23)
H (-1.94, -1.09, 0.25)
H (-0.43, -2.13, 0.32)

---

[2]
Here is the molecule C4H5Cl2F in a non-equilibrium geometry from the Open Molecules 2025 dataset. Energies are from the ωB97M-V functional and the def2-TZVPD basis.

## Properties
**SMILES**: C/C=C(/Cl)[C@@H](F)Cl
**ΔE to the lowest compared entry with this formula, charge and spin**: 2.516 eV
**Multiplicity**: 1
**Gap between HOMO and LUMO**: 10.10 eV

CARTESIAN COORDINATES (ANGSTROEM)
C (-1.25, 0.48, -2.73)
C (-1.02, -0.65, -1.60)
C (-0.43, -0.36, -0.40)
C (0.14, 0.89, 0.19)
H (-2.25, 0.31, -3.32)
H (-1.36, 1.61, -2.41)
H (-0.33, 0.25, -3.29)
H (-1.38, -1.87, -1.46)
H (-0.22, 1.56, -0.57)
F (-0.36, 1.08, 1.31)
Cl (-0.59, -1.66, 0.94)
Cl (2.01, 0.85, 0.62)

---

[3]
Here is a 2-piece molecular cluster, C4H5Cl3O overall in a non-equilibrium geometry from the Open Molecules 2025 dataset. Energies are from the ωB97M-V functional and the def2-TZVPD basis.

## Properties
**ΔE to the lowest compared entry with this formula, charge and spin**: 5.769 eV
**Multiplicity**: 1
**Gap between HOMO and LUMO (alpha / beta)**: 7.65 / 7.50 eV

CARTESIAN COORDINATES (ANGSTROEM)
C (0.63, 0.46, -0.46)
C (-0.47, 1.63, -1.88)
C (-0.06, -0.55, 1.65)
C (-0.27, -0.60, 0.10)
O (0.04, -1.86, -0.44)
Cl (2.18, 0.14, -0.93)
Cl (0.43, 3.01, -2.31)
Cl (-1.95, 2.05, -1.10)
H (-0.08, 0.43, 1.81)
H (0.87, -1.04, 1.73)
H (-0.87, -1.09, 2.08)
H (-1.37, -0.47, -0.15)
H (0.92, -2.11, -0.09)

---

[4]
Here is C4H5ClCuN as an isolated structure in a non-equilibrium geometry from the Open Molecules 2025 dataset. Energies are from the ωB97M-V functional and the def2-TZVPD basis.

## Properties
**Net charge**: +1
**ΔE to the lowest compared entry with this formula, charge and spin**: 0.155 eV
**<S²>**: 0.763
**Multiplicity**: 2
**Gap between HOMO and LUMO (alpha / beta)**: 8.25 / 5.18 eV

CARTESIAN COORDINATES (ANGSTROEM)
Cu (5.04, -0.24, 2.32)
Cl (2.99, -1.47, 1.70)
N (-1.40, -0.09, -1.36)
C (-1.27, 1.15, -0.81)
C (-0.41, 1.05, 0.30)
C (-0.10, -0.28, 0.45)
C (-0.69, -0.98, -0.64)
H (-1.99, -0.36, -2.14)
H (-1.78, 2.00, -1.25)
H (-0.07, 1.84, 0.96)
H (0.50, -0.59, 1.29)
H (-0.80, -2.04, -0.81)

---

[5]
Here is the molecule C4H5ClN2 in a non-equilibrium geometry from the Open Molecules 2025 dataset. Energies are from the ωB97M-V functional and the def2-TZVPD basis.

## Properties
**SMILES**: Cl/C=C1/CNC=N1
**ΔE to the lowest compared entry with this formula, charge and spin**: 1.200 eV
**Multiplicity**: 1
**Gap between HOMO and LUMO**: 8.93 eV

CARTESIAN COORDINATES (ANGSTROEM)
C (-1.93, 0.52, -0.01)
C (-0.70, 0.02, 0.08)
C (0.58, 0.84, 0.10)
C (0.93, -1.40, 0.02)
H (-2.13, 1.55, -0.13)
H (0.56, 1.69, -0.59)
H (0.72, 1.27, 1.09)
H (2.52, -0.06, -0.22)
H (1.52, -2.32, -0.20)
N (1.52, -0.19, -0.25)
N (-0.32, -1.37, 0.18)
Cl (-3.27, -0.55, -0.06)

---

[6]
Here is the molecule C4H5ClN2O in a non-equilibrium geometry from the Open Molecules 2025 dataset. Energies are from the ωB97M-V functional and the def2-TZVPD basis.

## Properties
**SMILES**: C=NN/C=C(\Cl)C=O
**ΔE to the lowest compared entry with this formula, charge and spin**: 2.516 eV
**Multiplicity**: 1
**Gap between HOMO and LUMO**: 8.36 eV

CARTESIAN COORDINATES (ANGSTROEM)
C (1.52, -0.33, 0.01)
C (2.58, 0.69, -0.08)
C (0.20, 0.01, -0.07)
C (-2.70, 0.32, 0.13)
H (3.65, 0.36, -0.18)
H (-0.05, 1.07, -0.16)
H (-0.50, -1.89, -0.19)
H (-3.81, 0.30, -0.02)
H (-2.29, 1.23, 0.59)
N (-0.78, -0.91, -0.01)
N (-2.15, -0.79, -0.14)
O (2.31, 1.89, 0.04)
Cl (2.02, -1.94, 0.07)

---

[7]
Here is a 2-piece molecular cluster, C4H5ClN2O2 overall in a non-equilibrium geometry from the Open Molecules 2025 dataset. Energies are from the ωB97M-V functional and the def2-TZVPD basis.

## Properties
**ΔE to the lowest compared entry with this formula, charge and spin**: 0.172 eV
**<S²>**: 2.032
**Multiplicity**: 3
**Gap between HOMO and LUMO (alpha / beta)**: 8.63 / 6.39 eV

CARTESIAN COORDINATES (ANGSTROEM)
C (0.45, 0.67, -1.30)
C (-2.14, 0.54, 0.41)
C (-1.08, -0.50, 0.26)
C (0.07, -0.41, -0.45)
N (0.82, 1.65, -1.79)
N (0.96, -1.53, -0.43)
O (2.04, -1.43, -0.99)
O (0.62, -2.47, 0.27)
Cl (3.59, 0.77, 1.06)
H (-3.09, -0.07, 0.52)
H (-1.92, 1.02, 1.37)
H (-2.01, 1.30, -0.23)
H (-1.34, -1.38, 0.84)
H (3.05, 1.85, 0.46)

---

[8]
Here is a 2-piece molecular cluster, C4H5ClN2S overall in a non-equilibrium geometry from the Open Molecules 2025 dataset. Energies are from the ωB97M-V functional and the def2-TZVPD basis.

## Properties
**ΔE to the lowest compared entry with this formula, charge and spin**: 3.444 eV
**Multiplicity**: 1
**Gap between HOMO and LUMO (alpha / beta)**: 7.92 / 5.94 eV

CARTESIAN COORDINATES (ANGSTROEM)
C (1.47, -0.54, 1.09)
C (1.94, -0.97, -0.14)
C (-0.27, -0.77, -0.23)
C (-2.26, 1.92, 0.03)
N (0.12, -0.42, 1.03)
N (0.85, -1.01, -0.97)
S (-1.83, -0.93, -0.91)
Cl (-0.92, 1.84, 1.04)
H (2.12, -0.38, 1.99)
H (2.90, -1.38, -0.40)
H (-1.96, 2.43, -0.90)
H (-2.99, 1.16, 0.36)
H (0.82, -0.95, -1.96)

---

[9]
Here is an isolated ion of composition C4H5ClNS and charge +1 in a non-equilibrium geometry from the Open Molecules 2025 dataset. Energies are from the ωB97M-V functional and the def2-TZVPD basis.

## Properties
**Net charge**: +1
**ΔE to the lowest compared entry with this formula, charge and spin**: 3.396 eV
**Multiplicity**: 1
**Gap between HOMO and LUMO**: 9.50 eV

CARTESIAN COORDINATES (ANGSTROEM)
C (0.19, -2.42, 0.04)
C (1.36, -1.86, 0.06)
C (-1.08, -0.74, -0.04)
C (-0.76, 1.56, -0.02)
N (-0.24, 0.25, 0.05)
S (1.46, -0.11, -0.02)
Cl (-2.65, -0.65, -0.08)
H (-0.36, -3.32, 0.01)
H (2.20, -2.44, -0.16)
H (-1.89, 1.45, 0.18)
H (-0.25, 2.22, 0.79)
H (-0.34, 2.19, -0.92)

---

[10]
Here is a 2-piece molecular cluster, C4H5ClO overall in a non-equilibrium geometry from the Open Molecules 2025 dataset. Energies are from the ωB97M-V functional and the def2-TZVPD basis.

## Properties
**ΔE to the lowest compared entry with this formula, charge and spin**: 5.182 eV
**Multiplicity**: 1
**Gap between HOMO and LUMO**: 10.05 eV

CARTESIAN COORDINATES (ANGSTROEM)
C (-2.08, 1.27, -0.24)
C (-2.73, 0.46, -0.98)
C (1.29, -1.22, 0.83)
C (1.00, -0.45, -0.46)
O (1.89, -1.45, -0.47)
Cl (1.65, 1.23, -0.61)
H (-0.94, 1.31, 0.03)
H (-2.63, 2.05, 0.28)
H (0.08, -0.36, -0.96)
H (1.94, -0.87, 1.57)
H (0.56, -1.96, 1.00)

---

[11]
Here is C4H5CsMgO3 as an isolated structure in a non-equilibrium geometry from the Open Molecules 2025 dataset. Energies are from the ωB97M-V functional and the def2-TZVPD basis.

## Properties
**Net charge**: +1
**ΔE to the lowest compared entry with this formula, charge and spin**: 3.510 eV
**<S²>**: 0.758
**Multiplicity**: 2
**Gap between HOMO and LUMO (alpha / beta)**: 6.80 / 6.71 eV

CARTESIAN COORDINATES (ANGSTROEM)
O (-1.20, 1.50, -0.51)
Cs (-0.51, -2.43, -0.14)
O (-1.67, 0.23, -0.07)
C (-0.96, 2.33, 0.46)
C (-0.37, 3.58, 0.37)
H (-0.33, 4.24, 1.23)
H (-1.36, 2.01, 1.43)
H (-0.76, 4.02, -0.60)
O (2.80, 1.70, -0.18)
C (2.61, 0.46, 0.16)
C (1.67, 0.02, 1.04)
Mg (1.79, 3.27, 0.04)
H (1.35, 0.35, 2.03)
H (3.22, -0.27, -0.39)

---

[12]
Here is C4H5CuO6 as an isolated structure in a non-equilibrium geometry from the Open Molecules 2025 dataset. Energies are from the ωB97M-V functional and the def2-TZVPD basis.

## Properties
**Net charge**: +1
**ΔE to the lowest compared entry with this formula, charge and spin**: 3.455 eV
**<S²>**: 0.759
**Multiplicity**: 2
**Gap between HOMO and LUMO (alpha / beta)**: 5.44 / 3.01 eV

CARTESIAN COORDINATES (ANGSTROEM)
C (0.70, -0.02, -1.18)
C (-0.76, 0.20, -0.83)
O (-0.91, -0.35, 0.51)
O (1.45, -0.15, 0.02)
H (1.06, 0.85, -1.75)
H (0.79, -0.95, -1.76)
H (-1.44, -0.34, -1.49)
H (-0.97, 1.28, -0.76)
H (0.47, -0.37, 0.81)
C (-2.15, -0.38, 1.12)
O (-3.10, 0.19, 0.57)
O (-2.10, -0.51, 2.37)
Cu (-3.58, 0.25, 2.86)
O (3.53, 0.26, -1.29)
O (3.74, -0.01, 0.96)
C (3.27, 0.05, -0.14)

---

[13]
Here is C4H5DyO2 as an isolated structure in a non-equilibrium geometry from the Open Molecules 2025 dataset. Energies are from the ωB97M-V functional and the def2-TZVPD basis.

## Properties
**Net charge**: +3
**ΔE to the lowest compared entry with this formula, charge and spin**: 0.000 eV
**<S²>**: 12.013
**Multiplicity**: 7
**Gap between HOMO and LUMO (alpha / beta)**: 5.39 / 5.42 eV

CARTESIAN COORDINATES (ANGSTROEM)
O (1.14, -0.50, 0.27)
C (0.01, -0.70, -0.15)
Dy (3.45, 0.82, 0.10)
H (-1.17, 0.03, -0.35)
O (-3.85, -3.58, 0.68)
C (-3.20, -2.40, 1.10)
C (-1.86, -2.35, 0.43)
C (-1.14, -1.21, 0.35)
H (-4.77, -3.38, 0.48)
H (-3.04, -2.41, 2.19)
H (-3.78, -1.50, 0.85)
H (-1.35, -3.30, 0.23)

---

[14]
Here is a 2-piece molecular cluster, C4H5F2O4S overall in a non-equilibrium geometry from the Open Molecules 2025 dataset. Energies are from the ωB97M-V functional and the def2-TZVPD basis.

## Properties
**Net charge**: -1
**<S²>**: 2.013
**Multiplicity**: 3
**Gap between HOMO and LUMO (alpha / beta)**: 6.51 / 7.28 eV

CARTESIAN COORDINATES (ANGSTROEM)
C (0.98, -1.04, 0.30)
C (1.22, -1.83, -1.02)
C (-0.73, -0.56, 1.72)
C (-0.73, 1.92, 0.39)
O (-2.35, 1.95, -1.75)
O (1.85, -0.57, 1.02)
O (-0.13, 1.11, -2.17)
O (-0.26, -1.22, 0.69)
F (-1.54, 2.73, 1.15)
F (0.51, 2.25, 0.75)
S (-0.95, 2.14, -1.49)
H (2.34, -2.06, -1.37)
H (0.89, -1.29, -1.84)
H (0.79, -2.88, -0.75)
H (-1.81, -0.61, 1.89)
H (-0.08, -0.05, 2.45)

---

[15]
Here is the molecule C4H5F3O in a non-equilibrium geometry from the Open Molecules 2025 dataset. Energies are from the ωB97M-V functional and the def2-TZVPD basis.

## Properties
**SMILES**: C=C(F)C(F)(F)CO
**ΔE to the lowest compared entry with this formula, charge and spin**: 0.486 eV
**Multiplicity**: 1
**Gap between HOMO and LUMO**: 11.42 eV

CARTESIAN COORDINATES (ANGSTROEM)
C (-2.09, 1.19, 0.02)
C (-1.15, 0.31, -0.11)
C (1.26, -0.56, -0.40)
C (0.31, 0.63, -0.23)
O (2.54, -0.10, -0.08)
F (-1.49, -1.02, -0.42)
F (0.65, 1.32, 0.87)
F (0.54, 1.54, -1.22)
H (-3.13, 1.06, 0.10)
H (-1.78, 2.23, -0.07)
H (1.26, -0.76, -1.53)
H (0.90, -1.53, 0.11)
H (2.79, -0.28, 0.80)

---

[16]
Here is a 2-piece molecular cluster, C4H5F3S overall in a non-equilibrium geometry from the Open Molecules 2025 dataset. Energies are from the ωB97M-V functional and the def2-TZVPD basis.

## Properties
**ΔE to the lowest compared entry with this formula, charge and spin**: 0.294 eV
**<S²>**: 2.009
**Multiplicity**: 3
**Gap between HOMO and LUMO (alpha / beta)**: 8.10 / 9.58 eV

CARTESIAN COORDINATES (ANGSTROEM)
C (1.04, 0.91, -2.71)
C (-0.06, 0.89, 1.65)
C (-0.44, -0.16, 1.02)
C (0.12, -1.48, 0.80)
F (-0.01, -1.80, -0.50)
F (-0.70, -2.44, 1.37)
F (1.40, -1.73, 1.23)
S (-0.46, 1.14, -2.11)
H (1.75, 1.00, -1.95)
H (0.75, 0.98, 2.25)
H (-0.79, 1.75, 1.60)
H (-1.26, 1.03, -3.17)
H (-1.33, -0.08, 0.51)

---

[17]
Here is the molecule C4H5FN2O in a non-equilibrium geometry from the Open Molecules 2025 dataset. Energies are from the ωB97M-V functional and the def2-TZVPD basis.

## Properties
**SMILES**: Cn1cc(O)c(F)n1
**ΔE to the lowest compared entry with this formula, charge and spin**: 0.981 eV
**Multiplicity**: 1
**Gap between HOMO and LUMO**: 9.40 eV

CARTESIAN COORDINATES (ANGSTROEM)
C (-2.71, 0.00, 0.00)
C (-0.49, -1.17, -0.01)
C (0.83, -0.69, 0.01)
C (0.67, 0.70, -0.01)
H (-3.13, 0.47, 0.90)
H (-3.10, 0.51, -0.89)
H (-3.09, -1.04, 0.09)
H (-0.88, -2.13, 0.00)
H (2.72, -0.83, 0.00)
N (-1.27, -0.05, -0.02)
N (-0.60, 1.08, 0.00)
O (1.96, -1.43, 0.00)
F (1.68, 1.58, 0.01)

---

[18]
Here is the molecule C4H5FO in a non-equilibrium geometry from the Open Molecules 2025 dataset. Energies are from the ωB97M-V functional and the def2-TZVPD basis.

## Properties
**SMILES**: C=CC(=O)CF
**ΔE to the lowest compared entry with this formula, charge and spin**: 0.660 eV
**Multiplicity**: 1
**Gap between HOMO and LUMO**: 10.00 eV

CARTESIAN COORDINATES (ANGSTROEM)
C (0.75, -1.03, 0.78)
C (0.09, -0.41, -0.43)
C (-0.74, 0.76, -0.04)
C (-1.24, 1.60, -1.03)
H (0.35, -2.04, 1.00)
H (1.83, -0.93, 0.61)
H (-0.88, 1.14, 0.96)
H (-1.63, 2.53, -0.66)
H (-1.23, 1.36, -2.11)
O (0.50, -0.70, -1.51)
F (0.49, -0.22, 1.85)

---

[19]
Here is the molecule C4H5FO in a non-equilibrium geometry from the Open Molecules 2025 dataset. Energies are from the ωB97M-V functional and the def2-TZVPD basis.

## Properties
**SMILES**: C#C[C@H](F)CO
**ΔE to the lowest compared entry with this formula, charge and spin**: 4.309 eV
**Multiplicity**: 1
**Gap between HOMO and LUMO**: 10.33 eV

CARTESIAN COORDINATES (ANGSTROEM)
C (1.01, -0.09, 0.38)
C (-0.10, 0.78, 0.18)
C (-1.17, 0.04, -0.46)
C (-2.48, -0.33, -0.41)
H (2.40, -1.03, -0.75)
H (2.03, 0.55, 0.63)
H (0.65, -0.87, 1.18)
H (-0.54, 1.07, 1.20)
H (-3.35, -1.22, -0.31)
O (1.42, -0.70, -0.92)
F (0.12, 1.81, -0.72)

---

[20]
Here is a 2-piece molecular cluster, C4H5FO overall in a non-equilibrium geometry from the Open Molecules 2025 dataset. Energies are from the ωB97M-V functional and the def2-TZVPD basis.

## Properties
**SMILES**: C1=CC1.O=CF
**ΔE to the lowest compared entry with this formula, charge and spin**: 2.616 eV
**Multiplicity**: 1
**Gap between HOMO and LUMO**: 10.55 eV

CARTESIAN COORDINATES (ANGSTROEM)
C (-1.85, 0.92, 0.71)
C (-1.25, 0.68, -0.59)
C (-0.40, 1.23, 0.22)
C (2.20, -1.68, -0.29)
O (1.86, -2.79, 0.03)
F (3.27, -1.56, -1.22)
H (-2.54, 1.71, 0.93)
H (-2.12, 0.12, 1.43)
H (-1.46, 0.29, -1.51)
H (0.45, 1.70, 0.39)
H (1.85, -0.63, -0.11)

---

no.,molar mass (g/mol)
1,88.5
2,143.0
3,175.4
4,166.1
5,116.6
6,132.6
7,148.5
8,148.6
9,134.6
10,104.5
11,258.3
12,212.6
13,247.6
14,187.1
15,126.1
16,142.1
17,116.1
18,88.1
19,88.1
20,88.1